(1)
An isolated ion of composition C6H15N2O2 and charge +1 at a distorted geometry. Source: the OMol25 dataset; level of theory: wB97M-V/def2-TZVPD.

Computed properties:
Total energy: -13532.355 eV
Gap between HOMO and LUMO: 0.386 hartree
E_LUMO: -2.7 eV
SMILES: CN1C[C@H](O)[N@@H+](C)[C@@]1(C)O
Energy above the lowest of the compared OMol25 structures with the same formula, charge and spin: 77.55 kcal/mol
Net charge: +1

Each line ends with the Löwdin charge.
Cartesian coordinates (Å):
C: 2.005 1.557 0.368  -0.04
N: 0.709 0.970 0.168  -0.15
C: -0.343 1.535 -0.675  -0.06
C: -1.522 0.605 -0.407  -0.25
O: -2.452 1.108 0.629  0.03
N: -0.965 -0.604 0.179  -0.03
C: -1.584 -1.851 -0.189  0.01
C: 0.680 -0.474 0.022  -0.40
C: 1.422 -1.257 1.037  0.04
O: 0.705 -0.889 -1.370  0.02
H: 2.171 1.080 1.296  0.07
H: 2.900 1.270 -0.304  0.12
H: 1.923 2.639 0.288  0.10
H: 0.008 1.598 -1.708  0.14
H: -0.576 2.548 -0.368  0.14
H: -2.193 0.280 -1.238  0.18
H: -2.694 1.936 0.290  0.07
H: -1.205 -0.406 1.185  0.20
H: -1.380 -2.009 -1.240  0.11
H: -1.253 -2.617 0.520  0.12
H: -2.627 -1.849 -0.275  0.10
H: 1.177 -2.275 0.784  0.10
H: 1.053 -0.840 1.936  0.11
H: 2.449 -1.352 0.849  0.10
H: 1.592 -0.708 -1.775  0.15

(2)
A 2-piece molecular cluster, C6H15N2O2S2 overall at a distorted geometry. Source: the OMol25 dataset; level of theory: wB97M-V/def2-TZVPD.

Computed properties:
Total energy: -35200.391 eV
Gap between HOMO and LUMO: 0.266 hartree
E_LUMO: -3.3 eV
Energy above the lowest of the compared OMol25 structures with the same formula, charge and spin: 63.50 kcal/mol
Net charge: +1

Each line ends with the Löwdin charge.
Cartesian coordinates (Å):
C: 1.403 0.797 0.304  -0.33
C: 1.213 0.493 -2.084  -0.03
C: -3.399 -0.879 1.242  -0.06
C: 2.905 0.516 0.446  -0.34
C: -0.736 1.082 -0.713  -0.57
C: -1.167 -1.324 0.261  -0.20
N: 0.682 0.853 -0.756  -0.15
N: -1.953 -1.116 1.319  0.02
O: 0.739 0.919 1.560  0.05
O: 0.073 -1.518 0.368  0.09
S: 3.127 -1.299 1.026  0.71
S: -1.621 1.388 -2.218  0.72
H: 0.517 -0.134 -2.707  0.10
H: 1.426 1.440 -2.655  0.12
H: 2.129 -0.107 -1.885  0.10
H: -3.995 -1.896 1.081  0.14
H: -3.937 -0.441 2.132  0.12
H: -3.667 -0.314 0.410  0.05
H: 3.522 0.559 -0.369  0.04
H: 3.347 1.046 1.191  0.04
H: -1.237 1.753 0.022  0.06
H: -1.629 -1.545 -0.678  0.16
H: -1.763 -0.907 2.306  0.17
H: -0.175 1.199 1.435  0.08
H: 0.367 -1.254 1.260  0.11
H: 4.513 -1.247 0.791  -0.08
H: -0.682 1.939 -3.087  -0.11

(3)
A 2-piece molecular cluster, C6H15N2O3 overall at a distorted geometry. Source: the OMol25 dataset; level of theory: wB97M-V/def2-TZVPD.

Computed properties:
Total energy: -15576.920 eV
Gap between HOMO and LUMO: 0.355 hartree
E_LUMO: -3.2 eV
Energy above the lowest of the compared OMol25 structures with the same formula, charge and spin: 47.09 kcal/mol
Net charge: +1

Each line ends with the Löwdin charge.
Cartesian coordinates (Å):
C: 2.478 1.234 -0.891  -0.09
C: -1.521 -3.298 0.708  -0.07
C: -2.455 1.951 -0.202  -0.07
C: -0.673 -2.203 1.338  -0.22
C: -1.963 0.861 -1.139  -0.16
C: -0.008 -0.254 0.088  -0.06
N: 3.687 1.321 -1.467  0.19
N: 2.171 1.386 0.397  -0.05
O: 3.103 1.616 1.301  0.04
O: -0.995 -0.923 0.720  -0.09
O: -0.515 0.594 -0.868  -0.14
H: -1.378 -3.576 -0.312  0.07
H: -1.203 -4.269 1.094  0.09
H: -2.546 -3.106 0.944  0.08
H: -1.754 2.824 -0.062  0.10
H: -3.470 2.356 -0.450  0.10
H: -2.719 1.534 0.770  0.07
H: 0.456 -2.523 1.371  0.15
H: -0.870 -2.079 2.399  0.11
H: -1.771 1.158 -2.183  0.14
H: -2.460 -0.030 -0.882  0.10
H: 1.698 1.261 -1.571  0.12
H: 3.675 1.220 -2.521  0.17
H: 4.499 1.085 -0.918  0.13
H: 1.200 1.183 0.677  0.11
H: 3.335 0.678 1.659  0.19

(4)
An isolated ion of composition C6H15N2Si and charge +1 at a distorted geometry. Source: the OMol25 dataset; level of theory: wB97M-V/def2-TZVPD.

Computed properties:
Total energy: -17314.523 eV
Gap between HOMO and LUMO: 0.325 hartree
E_LUMO: -4.4 eV
SMILES: C=C(C)/C=[N+](/C)[SiH2]NC
Energy above the lowest of the compared OMol25 structures with the same formula, charge and spin: 56.18 kcal/mol
Net charge: +1

Each line ends with the Löwdin charge.
Cartesian coordinates (Å):
C: 1.363 0.173 1.987  0.10
C: 1.494 0.152 0.644  -0.30
C: 2.869 -0.211 -0.095  0.00
C: 0.607 1.087 -0.059  -0.03
N: -0.695 1.082 0.012  -0.16
C: -1.510 2.154 -0.608  -0.06
Si: -1.746 -0.249 0.634  0.65
N: -0.736 -1.497 -0.044  -0.24
C: -1.098 -2.112 -1.376  -0.16
H: 2.146 -0.160 2.627  0.08
H: 0.490 0.463 2.511  0.05
H: 3.381 0.727 -0.032  0.07
H: 2.956 -0.514 -1.130  0.08
H: 3.279 -0.855 0.760  0.11
H: 1.090 1.692 -0.807  0.15
H: -0.992 2.370 -1.557  0.11
H: -2.470 1.934 -0.953  0.04
H: -1.493 3.019 -0.007  0.09
H: -1.948 -0.041 2.108  -0.02
H: -2.923 0.189 -0.191  0.00
H: -0.607 -2.526 0.576  0.20
H: -1.778 -2.991 -1.282  0.09
H: -0.103 -2.462 -1.706  0.09
H: -1.576 -1.422 -2.012  0.04

(5)
C6H15N3 as an isolated structure at a distorted geometry. Source: the OMol25 dataset; level of theory: wB97M-V/def2-TZVPD.

Computed properties:
Total energy: -10930.758 eV
Gap between HOMO and LUMO (spin up / spin down): 0.298 / 0.298 hartree
E_LUMO (spin up / spin down): 0.8 / 0.8 eV
Energy above the lowest of the compared OMol25 structures with the same formula, charge and spin: 118.81 kcal/mol
Net charge: 0

Each line ends with the Löwdin charge.
Cartesian coordinates (Å):
C: -0.030 0.596 0.448  -0.39
C: -1.607 -1.455 -0.897  -0.17
C: 0.272 -0.748 -2.159  -0.18
C: -1.196 0.577 1.411  -0.04
C: 0.285 1.927 -0.200  -0.05
N: -0.676 -0.369 -1.130  -0.19
C: 0.955 -0.389 0.591  -0.20
N: 1.584 0.913 2.002  -0.01
N: 1.412 -1.522 0.562  0.21
H: 1.816 0.248 2.740  0.00
H: 2.447 1.232 1.561  0.00
H: 2.225 -1.715 1.141  0.09
H: -1.110 -2.376 -0.548  0.07
H: -2.154 -1.703 -1.818  0.08
H: -2.394 -1.179 -0.192  0.06
H: 0.811 -1.686 -1.950  0.06
H: -0.255 -0.921 -3.109  0.08
H: 0.997 0.050 -2.334  0.07
H: -1.031 1.336 2.176  0.09
H: -2.106 0.793 0.851  0.09
H: -1.311 -0.381 1.919  0.09
H: 0.356 2.690 0.575  0.08
H: 1.228 1.908 -0.747  0.08
H: -0.519 2.173 -0.895  0.09

(6)
A 3-piece molecular cluster, C6H15N3O overall at a distorted geometry. Source: the OMol25 dataset; level of theory: wB97M-V/def2-TZVPD.

Computed properties:
Total energy: -12978.132 eV
Gap between HOMO and LUMO (spin up / spin down): 0.307 / 0.227 hartree
E_LUMO (spin up / spin down): 0.9 / -0.1 eV
Energy above the lowest of the compared OMol25 structures with the same formula, charge and spin: 127.67 kcal/mol
Net charge: 0

Each line ends with the Löwdin charge.
Cartesian coordinates (Å):
C: -0.208 -0.398 0.205  -0.49
C: -1.336 -0.610 -1.770  -0.09
C: -0.424 -1.794 0.720  -0.06
C: -0.972 0.695 0.903  -0.04
C: -1.617 0.734 -2.325  -0.18
N: 0.824 -0.244 -0.628  -0.04
C: 1.878 0.366 1.552  -0.34
N: 1.145 0.962 -1.116  0.02
N: 2.593 -0.257 2.528  0.10
O: 1.950 1.592 1.459  -0.04
H: 1.297 1.666 -0.374  0.08
H: 1.950 0.877 -1.722  0.11
H: 3.170 0.282 3.170  0.10
H: 2.574 -1.258 2.606  0.08
H: -0.705 -1.270 -2.350  0.07
H: -2.134 -1.110 -1.236  0.06
H: 0.033 -1.880 1.707  0.07
H: 0.040 -2.523 0.057  0.08
H: -1.489 -2.016 0.815  0.08
H: -0.813 0.625 1.978  0.09
H: -0.684 1.693 0.585  0.08
H: -2.037 0.561 0.693  0.09
H: -1.889 0.686 -3.387  0.07
H: -2.423 1.242 -1.795  0.06
H: -0.724 1.377 -2.276  0.05

(7)
A 2-piece molecular cluster, C6H15N4 overall at a distorted geometry. Source: the OMol25 dataset; level of theory: wB97M-V/def2-TZVPD.

Computed properties:
Total energy: -12414.919 eV
Spin multiplicity: 3
Gap between HOMO and LUMO (spin up / spin down): 0.287 / 0.256 hartree
E_LUMO (spin up / spin down): -3.3 / -6.3 eV
Energy above the lowest of the compared OMol25 structures with the same formula, charge and spin: 2.92 kcal/mol
Net charge: +1

Each line ends with the Löwdin charge.
Cartesian coordinates (Å):
C: -1.111 1.232 0.186  -0.07
C: 0.820 -0.213 0.069  -0.11
C: -0.395 0.093 0.653  -0.18
C: -0.922 -0.437 1.957  -0.04
C: -1.672 2.101 -3.690  -0.08
C: -0.343 2.347 -3.122  -0.22
N: -1.041 1.653 -0.998  0.07
N: -0.095 1.976 -1.715  0.11
N: 1.732 -0.945 0.567  0.19
N: 2.222 -2.408 3.358  0.02
H: -1.902 1.594 0.738  0.11
H: 1.081 0.073 -0.953  0.14
H: -0.716 -1.517 1.972  0.09
H: -2.030 -0.258 2.188  0.12
H: -0.473 -0.005 2.809  0.07
H: -2.396 2.408 -2.964  0.07
H: -1.974 2.683 -4.459  0.05
H: -1.883 1.066 -3.983  0.10
H: 0.372 1.830 -3.661  0.08
H: 0.056 3.449 -3.200  0.17
H: 2.406 -1.487 0.011  0.16
H: 1.655 -1.307 1.502  0.06
H: 2.234 -2.016 4.306  0.05
H: 3.188 -2.409 3.047  0.03
H: 2.189 -3.378 3.511  0.00

(8)
A 2-piece molecular cluster, C6H15N4O4S overall at a distorted geometry. Source: the OMol25 dataset; level of theory: wB97M-V/def2-TZVPD.

Computed properties:
Total energy: -31451.483 eV
Gap between HOMO and LUMO: 0.219 hartree
E_LUMO: 2.7 eV
Net charge: -1

Each line ends with the Löwdin charge.
Cartesian coordinates (Å):
N: 1.938 -0.746 0.572  0.03
C: 2.281 -0.227 -0.741  -0.27
C: 1.273 0.856 -1.100  -0.17
N: 0.046 0.376 -1.775  -0.07
C: -0.912 1.488 -1.915  -0.17
C: -1.629 1.895 -0.610  -0.14
C: -1.510 0.843 0.496  -0.16
N: -1.403 -0.515 -0.051  0.11
C: -0.608 -0.666 -1.076  -0.39
N: -0.427 -1.903 -1.561  0.22
H: 1.796 -1.746 0.623  0.07
H: 2.641 -0.559 1.273  0.07
H: 3.252 0.279 -0.710  0.10
H: 2.386 -1.005 -1.504  0.10
H: 1.027 1.383 -0.177  0.12
H: 1.742 1.583 -1.769  0.11
H: -0.354 2.329 -2.325  0.11
H: -1.638 1.218 -2.683  0.11
H: -1.203 2.824 -0.234  0.11
H: -2.672 2.086 -0.861  0.10
H: -0.634 1.000 1.127  0.10
H: -2.344 0.889 1.187  0.12
H: -1.079 -1.195 0.758  0.07
H: -1.044 -2.639 -1.267  0.12
H: 0.320 -2.092 -2.201  0.10
O: -0.958 -2.051 4.256  -0.43
S: -0.250 -1.145 3.348  0.24
O: -0.833 0.221 3.364  -0.45
O: -0.403 -1.684 1.923  -0.45
O: 1.198 -1.098 3.635  -0.44